[1]
Computed, not measured: a molecular structure, C41H36AsCaNO3S2, with the ωB97M-V functional and the def2-TZVPD basis.

XYZ file:
```
85
Properties=species:S:1:pos:R:3
Ca -0.23916 -0.50200 0.20929
C 2.57208 -0.34998 -2.74814
C 2.33112 0.65824 -1.66031
C 1.75640 1.89487 -1.94201
C 1.54126 2.84355 -0.94937
C 0.86921 4.14842 -1.26114
C 1.93541 2.54912 0.35071
C 2.51456 1.32631 0.67092
C 2.99751 1.03452 2.06595
C 2.68694 0.38184 -0.33956
H 3.59923 -0.71576 -2.71619
H 2.40249 0.09126 -3.73125
H 1.91342 -1.21073 -2.62080
H 1.47302 2.12574 -2.96449
H -0.15425 4.14277 -0.88228
H 0.82136 4.32622 -2.33574
H 1.39378 4.98556 -0.79815
H 1.79589 3.28937 1.13286
H 2.73260 0.02369 2.37801
H 2.57839 1.73582 2.78858
H 4.08542 1.11520 2.11558
H 3.13565 -0.57559 -0.09332
O 0.49092 -2.62137 0.95603
C 0.13553 -2.91246 -0.21684
O 0.47305 -2.18477 -1.19711
C -0.92622 -3.94214 -0.44961
C -0.61957 -5.25911 -0.75281
C -1.62944 -6.17486 -1.01239
C -2.94967 -5.75085 -0.96581
C -3.25578 -4.43390 -0.65986
C -2.25679 -3.49487 -0.39226
S -2.72485 -1.83281 0.00510
H 0.41866 -5.56825 -0.78825
H -1.38942 -7.20347 -1.24835
H -3.75343 -6.44939 -1.16520
H -4.29011 -4.11619 -0.61959
S -0.54073 2.53196 4.15590
C -0.51812 1.84086 2.57998
N -0.19217 0.59404 2.51113
C 0.05900 0.07020 3.76846
C 0.41359 -1.25740 4.02301
C 0.64272 -1.61871 5.33238
C 0.52329 -0.68770 6.37500
C 0.16632 0.62156 6.13269
C -0.06876 0.99415 4.81026
H -0.75967 2.41536 1.69407
H 0.48667 -1.96417 3.20403
H 0.91420 -2.63957 5.56471
H 0.71011 -1.00601 7.39202
H 0.06960 1.33236 6.94186
O -1.25137 1.39276 -0.61445
As -2.47845 1.40972 -1.74405
C -2.28746 -0.03538 -2.97338
C -1.00841 -0.37834 -3.38796
C -0.83064 -1.48088 -4.20985
C -1.92798 -2.22161 -4.61896
C -3.20679 -1.87003 -4.20561
C -3.39161 -0.77693 -3.37595
C -4.18717 1.41127 -0.89071
C -4.26856 1.00111 0.43279
C -5.50000 1.00208 1.07141
C -6.63640 1.40968 0.38839
C -6.55012 1.82193 -0.93462
C -5.32206 1.82731 -1.57751
C -2.37544 3.05608 -2.72588
C -1.85063 3.09440 -4.01016
C -1.71948 4.31160 -4.66599
C -2.11757 5.48362 -4.04138
C -2.65383 5.44382 -2.76015
C -2.78405 4.23136 -2.10237
H -0.14568 0.17928 -3.04003
H 0.16830 -1.77608 -4.50167
H -1.78639 -3.09298 -5.24483
H -4.05630 -2.46961 -4.50427
H -4.38023 -0.54226 -3.00163
H -3.38253 0.66039 0.95346
H -5.57049 0.66847 2.09789
H -7.59643 1.40299 0.88790
H -7.43758 2.13926 -1.46604
H -5.25671 2.16226 -2.60718
H -1.54325 2.18064 -4.50551
H -1.30908 4.33920 -5.66679
H -2.01612 6.43086 -4.55457
H -2.97119 6.35716 -2.27455
H -3.20553 4.20436 -1.10312
```

The energy relative to the best compared isomer or geometry (same formula, charge and spin) is 3.9 kcal per mole. As for the HOMO energy: -6.4 eV. For the LUMO energy, the calculation gives 0.0117 hartree. Its total charge is 0.

[2]
Computed, not measured: a molecular structure, C41H36AuBGeN8O2, with the ωB97M-V functional and the def2-TZVPD basis.

XYZ file:
```
90
Properties=species:S:1:pos:R:3
Au -0.01507 2.04154 0.55760
C -0.75169 4.40662 -2.97329
C -1.01953 3.32718 -2.13366
N -0.03774 3.22528 -1.23741
N 0.85392 4.19843 -1.46091
C 0.44560 4.92612 -2.51154
B 2.22423 4.27183 -0.74861
N 3.14812 3.12456 -1.26329
C 4.18251 3.42705 -2.06942
C 4.90235 2.29658 -2.34761
C 4.23095 1.29579 -1.66452
N 3.16022 1.77466 -1.00877
N 2.04242 4.21687 0.77922
C 2.47253 5.11297 1.67766
C 2.15801 4.66230 2.94952
C 1.51665 3.44751 2.74185
N 1.46834 3.19477 1.42950
H -1.34286 4.74904 -3.80425
H -1.85009 2.63563 -2.13500
H 1.01445 5.77064 -2.86453
H 2.73810 5.31127 -1.02433
H 4.34382 4.43882 -2.40360
H 5.78024 2.20129 -2.96230
H 4.48073 0.25471 -1.61162
H 2.97507 6.01443 1.36920
H 2.35444 5.15363 3.88583
H 1.10988 2.74050 3.44796
C 0.66384 0.00613 -2.33620
Ge 1.65066 -0.01616 -0.61864
C 0.69323 -1.39131 0.62487
C 0.72497 -1.22921 2.00411
C -0.00837 -2.09230 2.81114
C -0.73088 -3.12808 2.23989
C -0.73879 -3.29094 0.86176
C -0.02876 -2.42008 0.04508
C 3.08297 -1.45636 -0.76917
C 3.08345 -2.21697 -1.91076
C 3.99981 -3.27954 -2.04906
C 4.84541 -3.59795 -1.02312
C 4.85213 -2.84496 0.17423
C 5.69129 -3.17249 1.26446
C 5.67811 -2.42865 2.41056
C 4.85589 -1.28869 2.50545
C 4.04052 -0.94322 1.46525
C 3.98056 -1.72721 0.29192
H 0.40190 -1.01267 -2.61229
H 1.26540 0.46733 -3.11946
H -0.24939 0.58503 -2.21096
H 1.29139 -0.43333 2.46480
H -0.00657 -1.94650 3.88482
H -1.27363 -3.82275 2.86843
H -1.29401 -4.10416 0.41082
H -0.03649 -2.57179 -1.02807
H 2.39207 -2.01871 -2.72003
H 4.01629 -3.84872 -2.96942
H 5.51449 -4.44566 -1.11018
H 6.35770 -4.02191 1.16911
H 6.31013 -2.70159 3.24529
H 4.88001 -0.68486 3.40364
H 3.42421 -0.04786 1.51768
O -0.96654 0.82833 2.32809
C -1.77387 0.37478 1.48334
N -2.81719 -0.43987 1.64742
C -3.52501 -0.63382 0.38096
C -2.60048 0.17189 -0.58831
O -2.75299 0.30671 -1.77952
N -1.62103 0.73117 0.18062
C -4.88699 0.07100 0.35504
C -5.32777 0.83795 1.42596
C -6.56926 1.45966 1.37498
C -7.36818 1.33106 0.25162
C -6.91967 0.58233 -0.82836
C -5.68444 -0.04102 -0.78136
C -3.67689 -2.11027 0.03732
C -4.09233 -2.98458 1.03823
C -4.29773 -4.32613 0.76245
C -4.09925 -4.81008 -0.52333
C -3.68834 -3.94369 -1.52384
C -3.47188 -2.59979 -1.24636
H -3.06851 -0.87198 2.51820
H -4.71254 0.95923 2.30840
H -6.90589 2.04477 2.22120
H -8.33952 1.80701 0.21682
H -7.53399 0.48320 -1.71408
H -5.33289 -0.61352 -1.62863
H -4.28540 -2.61988 2.04103
H -4.62506 -4.99204 1.55084
H -4.27890 -5.85436 -0.74375
H -3.54084 -4.31178 -2.53130
H -3.15175 -1.93018 -2.03338
```

The spin multiplicity is 2. The energy relative to the best compared isomer or geometry (same formula, charge and spin) is 43.1 kcal per mole. As for the HOMO energy (spin up / spin down): -10.5 / -10.5 eV. For the LUMO energy (spin up / spin down), the calculation gives -0.1597 / -0.1671 hartree. Its expectation value of S² is 0.7541. Its total charge is +1.

[3]
Computed, not measured: 5 unconnected molecules or ions with the total composition C41H36BF5N2O19S, with the ωB97M-V functional and the def2-TZVPD basis.

XYZ file:
```
105
Properties=species:S:1:pos:R:3
C -3.41290 3.58070 1.74608
O -4.00533 2.73145 2.81043
B -3.16391 1.51393 3.03812
O -2.10732 1.62874 4.07659
C -3.33226 0.12916 2.17099
C -2.32308 -1.15664 2.50222
S -2.42653 -1.97698 4.18601
N -0.87884 -0.73030 2.44155
C -0.19960 -1.27516 1.38335
C -0.04636 -0.28936 0.04053
C 0.50896 -2.75294 1.32144
N -2.86944 -2.22171 1.58604
C -4.40180 -2.03320 1.59980
O -5.13925 -3.11735 1.35092
C -4.87232 -0.45215 1.87685
C -5.34840 0.45817 0.59990
C -5.33845 -0.31204 -0.84865
C -6.79698 -0.47170 -1.65202
C -6.96750 -1.17544 -3.12529
C -5.63801 -1.77954 -3.87186
C -4.15043 -1.65094 -3.12057
C -4.02847 -0.91572 -1.62793
C -5.98733 -0.35859 3.07583
F -5.45460 -0.77726 4.42686
F -6.50710 1.04189 3.30582
C -7.33174 -1.28449 2.83714
F -7.67003 -1.53200 1.41800
F -8.49435 -0.50345 3.40452
F -7.26440 -2.58771 3.54079
H -4.28888 3.79753 0.96450
H -2.56298 3.02351 1.12693
H -3.05897 4.63430 2.12192
H -1.59252 2.49673 3.91587
H -2.88858 0.46096 1.11324
H -1.45394 -1.46990 5.07926
H 1.05562 0.15831 -0.00044
H -0.77208 0.64938 0.15513
H -0.26168 -0.89115 -0.93995
H 1.66046 -2.64446 1.02454
H 0.48290 -3.24061 2.38544
H 0.01564 -3.42420 0.49890
H -2.71476 -2.13196 0.55847
H -4.70956 1.45410 0.44875
H -6.46639 0.84762 0.75502
H -7.76709 -0.01140 -1.13063
H -8.03611 -1.21282 -3.63618
H -5.74520 -2.26332 -4.94251
H -3.20619 -2.10115 -3.69483
H -2.95838 -0.82034 -1.16465
O -2.22564 6.52236 2.12282
C -1.73288 7.22692 2.99678
C -0.44920 6.90079 3.63739
C 0.05151 7.68026 4.59779
O 1.25874 7.38113 5.20219
C -0.66742 8.90031 5.05687
O -0.19102 9.58693 5.95451
C -1.93900 9.23986 4.39986
C -2.43818 8.46238 3.43701
O -3.63154 8.77652 2.81303
H 0.06169 6.00979 3.29556
H 1.40292 8.09292 5.86330
H -2.44226 10.13947 4.73115
H -3.77860 8.06150 2.15623
O -1.20693 -2.63827 -3.19922
C -0.63604 -3.72003 -3.28218
C 0.26436 -4.04914 -4.39823
C 0.85734 -5.24256 -4.46732
O 1.70685 -5.55750 -5.51199
C 0.62882 -6.28109 -3.42551
O 1.17348 -7.37535 -3.52596
C -0.25231 -5.94378 -2.29692
C -0.84268 -4.74915 -2.22584
O -1.67012 -4.42395 -1.16673
H 0.41976 -3.28572 -5.14974
H 2.00708 -6.47591 -5.33625
H -0.39549 -6.70193 -1.53729
H -1.97502 -3.50782 -1.34566
O 7.60293 -1.34613 0.89725
C 6.44689 -0.93807 0.90584
C 5.43850 -1.45553 1.84391
C 4.18399 -1.00159 1.81582
O 3.23192 -1.48157 2.69637
C 3.75917 0.03708 0.83765
O 2.59452 0.42122 0.82380
C 4.77292 0.57206 -0.08430
C 6.02835 0.12073 -0.05406
O 6.98735 0.62066 -0.91576
H 5.76042 -2.21194 2.54814
H 2.40550 -0.99916 2.47542
H 4.45452 1.33972 -0.77830
H 7.81215 0.13393 -0.69881
O 10.54516 -3.09953 -3.86768
C 9.84136 -2.19555 -4.30413
C 10.00142 -1.66387 -5.66659
C 9.22961 -0.66760 -6.10523
O 9.37284 -0.16497 -7.38548
C 8.18584 -0.05788 -5.23636
O 7.50428 0.86898 -5.66130
C 8.00928 -0.60534 -3.88248
C 8.77868 -1.60395 -3.44485
O 8.61684 -2.12550 -2.17445
H 10.76549 -2.11485 -6.28671
H 8.70240 0.54857 -7.46209
H 7.23465 -0.16451 -3.26772
H 9.29127 -2.83488 -2.09581
```

As for the HOMO energy: -7.9 eV. For the LUMO energy, the calculation gives -0.0811 hartree. Its total charge is 0.